1.
{"formula": "CH6N2S", "method": "ωB97M-V/def2-TZVPD", "homo_energy_ha": -0.29769, "fmax_ev_per_a": 1.60, "charge": 0, "relative_energy_kj_mol": 43.8, "homo_lumo_gap_ev": 8.69, "smiles": "[H]/N=C\\N.S", "elements": ["S", "N", "N", "C", "H", "H", "H", "H", "H", "H"], "xyz": [[-2.90652, 0.23126, -0.82130], [0.06286, 0.41027, -0.57474], [1.77900, -0.06702, 0.97456], [0.49033, 0.23049, 0.60792], [0.78592, 0.38354, -1.29198], [-1.38037, 0.34105, -0.89070], [2.36170, -0.49292, 0.27071], [1.87883, -0.52936, 1.86625], [-0.20003, 0.33953, 1.44098], [-2.87171, -0.84684, -1.58171]], "lowdin_charge": [0.2857, 0.0160, 0.0866, -0.3123, 0.0865, -0.1810, 0.0956, 0.0920, 0.1295, -0.2986]}

2.
{"formula": "C11H10Cl2O", "method": "ωB97M-V/def2-TZVPD", "homo_energy_ha": -0.34033, "fmax_ev_per_a": 2.84, "charge": 0, "relative_energy_kj_mol": 0.0, "homo_lumo_gap_ev": 9.03, "smiles": "CC(=C=C[C@H]1C=CC=CC1=O)C(Cl)Cl", "elements": ["Cl", "Cl", "O", "C", "C", "C", "C", "C", "C", "C", "C", "C", "C", "C", "H", "H", "H", "H", "H", "H", "H", "H", "H", "H"], "xyz": [[-2.46345, -1.95289, -0.03493], [-4.48517, 0.08813, 0.89913], [0.85966, -0.31400, -2.29357], [1.19200, -0.53362, -1.15871], [1.07031, -1.84654, -0.44136], [-2.74327, 1.40479, -1.29516], [0.47432, 1.30126, 0.12587], [1.71016, 0.59451, -0.28493], [2.21708, -1.05916, 1.56400], [2.35272, 0.19530, 1.11980], [-2.77495, -0.32787, 0.61493], [1.58548, -2.13307, 0.77384], [-0.76354, 0.92231, -0.09855], [-2.04144, 0.71370, -0.18012], [0.66722, -2.59878, -1.09864], [2.48213, 0.98883, 1.88596], [-2.05643, 1.84746, -2.03459], [0.61841, 2.23159, 0.73729], [1.54426, -3.24523, 1.19320], [2.42280, 1.11470, -0.86264], [2.64228, -1.23883, 2.50796], [-3.42423, 2.17042, -1.01072], [-3.32043, 0.61283, -1.80151], [-2.30754, -0.31256, 1.63530]], "lowdin_charge": [0.6100, 0.6027, 0.1100, -0.3988, -0.0309, -0.0761, -0.0536, -0.2061, -0.1054, -0.0161, -1.0508, -0.0499, 0.0149, -0.4009, 0.1020, 0.1190, 0.0990, 0.1402, 0.1514, 0.1317, 0.0800, 0.0615, 0.0870, 0.0790]}

3.
{"formula": "C5H8N2", "method": "ωB97M-V/def2-TZVPD", "homo_energy_ha": [-0.27815, -0.27817], "fmax_ev_per_a": 2.28, "charge": 0, "relative_energy_kj_mol": 408.0, "homo_lumo_gap_ev": [7.83, 7.83], "elements": ["N", "N", "C", "C", "C", "C", "C", "H", "H", "H", "H", "H", "H", "H", "H"], "xyz": [[-1.45098, 2.44830, 0.77151], [-0.96058, -0.09541, 0.71215], [0.83347, 1.24959, 0.13313], [-1.98594, -0.67127, 0.24782], [-0.70907, 1.54397, 0.59204], [1.10532, -1.13170, -0.80056], [0.87073, -0.20013, 0.34898], [-1.94390, -1.70788, -0.08307], [1.24177, -0.53945, 1.31158], [0.90690, 1.55498, -0.90966], [0.76567, -2.14215, -0.57222], [0.60351, -0.78307, -1.70314], [2.17873, -1.18043, -1.01269], [1.48831, 1.82092, 0.78573], [-2.94395, -0.16629, 0.17839]], "lowdin_charge": [0.0661, 0.0246, -0.1181, 0.0193, -0.4805, -0.0828, -0.1921, 0.0815, 0.1253, 0.1079, 0.0761, 0.0857, 0.0893, 0.1066, 0.0910]}

4.
{"formula": "C20H21N3O3", "method": "ωB97M-V/def2-TZVPD", "homo_energy_ha": -0.30650, "fmax_ev_per_a": 4.19, "charge": 0, "relative_energy_kj_mol": 610.5, "homo_lumo_gap_ev": 8.71, "smiles": "N[C@@H](Cc1c[nH]c2ccccc12)C(=O)N[C@@H](Cc1ccccc1)C(=O)O", "elements": ["O", "O", "O", "N", "N", "N", "C", "C", "C", "C", "C", "C", "C", "C", "C", "C", "C", "C", "C", "C", "C", "C", "C", "C", "C", "C", "H", "H", "H", "H", "H", "H", "H", "H", "H", "H", "H", "H", "H", "H", "H", "H", "H", "H", "H", "H", "H"], "xyz": [[1.31758, -2.41268, -1.05792], [-1.82786, -2.64330, -3.04215], [-0.92466, -3.41708, -1.17681], [3.38464, -0.45337, -0.33680], [-0.06068, -0.70908, -0.49156], [-0.57122, -2.13613, 3.28658], [-1.38373, -1.06256, 3.34656], [-2.79118, -1.04664, 3.66281], [-0.77005, 0.01659, 2.70493], [1.05203, -1.49795, -0.25249], [1.88154, 2.63192, -2.28663], [0.92119, 3.63144, -2.13390], [-0.75786, -1.02403, -1.71183], [1.65183, 1.36253, -2.78029], [-2.73456, 1.38477, 2.86113], [-0.38642, 3.16552, -2.34960], [0.13189, -0.52727, -3.01249], [-1.39464, 1.23106, 2.56632], [1.48124, 0.31331, 1.45409], [0.30462, 0.94526, -2.85049], [0.60213, -1.76761, 2.76442], [-1.19178, -2.42355, -2.04967], [0.56506, -0.42239, 2.33367], [-3.37678, 0.22562, 3.34645], [-0.75076, 1.92589, -2.79991], [2.16767, -0.82900, 0.51029], [-0.00892, -3.23525, -0.89183], [1.29875, 4.62419, -1.76621], [1.18786, -0.87049, -3.14753], [-1.77127, -0.53927, -1.94226], [-4.53286, 0.35961, 3.52037], [-0.43979, -0.23585, 0.31917], [-0.82257, 2.18460, 2.53177], [0.99505, 1.16495, 0.85927], [-1.55304, 1.58532, -3.37978], [2.85210, 2.90589, -1.79938], [3.63463, -1.31570, -1.01425], [-0.68529, -2.98662, 3.69435], [-1.08953, 4.02604, -2.37135], [1.26432, -2.49240, 2.36864], [2.41491, 0.65270, -3.00291], [-3.36261, 2.34613, 2.81470], [2.64267, -1.45891, 1.25815], [2.96563, 0.26722, -0.95705], [-3.39007, -1.58770, 4.40462], [-0.27941, -0.74599, -3.98685], [2.14020, 0.89025, 1.98366]], "lowdin_charge": [0.0323, 0.1147, 0.0968, 0.0524, 0.1585, 0.1047, -0.2026, 0.0159, -0.1736, -0.3767, -0.1169, -0.0909, -0.1520, -0.0639, -0.1056, -0.1121, -0.0605, -0.0628, -0.0853, -0.2250, -0.0402, -0.5133, -0.1779, -0.1162, -0.0267, -0.2512, 0.0413, 0.1194, 0.1178, 0.1849, 0.1266, 0.1231, 0.1297, 0.1400, 0.1031, 0.1159, 0.1400, 0.1286, 0.1084, 0.1158, 0.0956, 0.1296, 0.1209, 0.0313, 0.1042, 0.1194, 0.0826]}

5.
{"formula": "C8H35B2O9", "method": "ωB97M-V/def2-TZVPD", "homo_energy_ha": -0.19691, "fmax_ev_per_a": 4.74, "charge": -1, "relative_energy_kj_mol": 791.6, "homo_lumo_gap_ev": 6.46, "elements": ["O", "O", "O", "O", "O", "O", "O", "O", "O", "C", "C", "C", "C", "C", "C", "C", "C", "B", "B", "H", "H", "H", "H", "H", "H", "H", "H", "H", "H", "H", "H", "H", "H", "H", "H", "H", "H", "H", "H", "H", "H", "H", "H", "H", "H", "H", "H", "H", "H", "H", "H", "H", "H", "H"], "xyz": [[-3.14382, 1.04735, -3.56663], [-3.09632, 0.65678, 4.87765], [-4.43421, -1.95034, 4.47039], [3.30284, 4.67041, -0.13917], [5.92889, 3.90328, -0.65635], [0.03613, -0.47797, -5.87479], [2.19983, -3.65968, 3.84594], [1.04068, 2.09074, -5.34421], [2.21708, -3.80568, 0.88046], [1.15941, 0.03175, -6.51723], [-2.68650, -0.38280, 5.69201], [1.87176, 1.01620, -5.45099], [-3.06116, -1.76980, 4.96324], [2.54325, -4.82002, 3.11401], [4.14292, 4.30389, 0.91403], [5.16450, 3.37835, 0.42356], [1.72279, -4.88332, 1.72406], [-6.57700, -0.96896, -1.88833], [-0.96556, 2.19040, 0.55056], [-5.84272, -1.44591, -1.25781], [0.77667, 0.41912, -7.46145], [1.97080, -2.99550, 1.33271], [-3.75247, 0.35813, -3.29069], [5.50077, 4.75116, -0.79565], [-3.12627, -0.23571, 6.67846], [1.78739, -0.80592, -6.82059], [-1.89019, 1.64334, 0.45044], [4.79818, 2.43588, 0.01654], [1.62461, -5.83863, 1.20845], [-0.22108, -1.33316, -6.22706], [3.50318, 3.95234, 1.72350], [-0.13081, 1.50678, 0.56139], [3.62752, -4.88131, 3.02090], [1.58206, 2.71652, -4.85747], [-0.99368, 2.81222, 1.43191], [2.17238, -5.61343, 3.76292], [-7.57373, -1.29863, -1.63916], [-0.86478, 2.82082, -0.31930], [2.48838, 4.20656, 0.06843], [2.85192, 1.28281, -5.84635], [-2.62622, 0.56995, 4.04514], [-2.43353, 0.63452, -4.06329], [-2.83201, -2.45328, 5.78082], [2.06224, 0.56610, -4.47671], [-4.51781, -2.69724, 3.87308], [-6.36643, -1.12980, -2.93430], [0.64965, -4.75479, 1.86533], [-2.73901, 1.40838, -2.77456], [4.69875, 5.08712, 1.42950], [-1.60546, -0.26927, 5.77311], [-2.41458, -1.93959, 4.10230], [3.09386, -3.39091, 4.06971], [-6.53961, 0.08313, -1.65176], [5.91654, 3.25761, 1.20327]], "lowdin_charge": [0.3875, -0.0670, -0.0837, -0.0387, -0.0701, -0.0912, -0.0718, -0.0513, -0.0884, -0.2247, -0.2477, -0.2535, -0.1896, -0.2303, -0.2882, -0.2685, -0.1882, -0.4674, -0.4698, -0.1209, 0.1117, 0.0754, 0.1780, 0.0666, 0.1109, 0.1061, -0.1241, 0.1237, 0.1042, 0.0859, 0.1330, -0.1249, 0.1131, 0.0976, -0.1144, 0.1012, -0.1102, -0.1380, 0.1009, 0.1080, 0.0956, 0.1760, 0.0902, 0.1207, 0.0728, -0.1346, 0.1050, 0.1870, 0.1210, 0.1080, 0.1078, 0.0792, -0.1251, 0.1152]}

6.
{"formula": "C4H4N4O", "method": "ωB97M-V/def2-TZVPD", "homo_energy_ha": -0.35236, "fmax_ev_per_a": 2.78, "charge": 0, "relative_energy_kj_mol": 231.8, "homo_lumo_gap_ev": 9.30, "smiles": "O=NNc1cnccn1", "elements": ["O", "N", "N", "N", "N", "C", "C", "C", "C", "H", "H", "H", "H"], "xyz": [[-1.29280, 2.17361, -0.81083], [-0.47658, 2.56631, 0.01040], [0.07074, 1.53410, 0.64778], [1.10809, -0.50751, 0.96714], [-0.50065, -1.71588, -0.92410], [-0.58593, -0.43412, -0.70032], [0.17344, 0.18994, 0.27042], [0.37163, -2.41518, -0.19328], [1.21911, -1.78609, 0.73007], [-1.28822, 0.09904, -1.30864], [0.38032, -3.47320, -0.35252], [0.84035, 1.83164, 1.27065], [1.92926, -2.31284, 1.32734]], "lowdin_charge": [-0.0636, -0.0476, 0.0310, 0.1216, 0.0862, -0.0944, -0.2528, -0.1043, -0.1226, 0.0962, 0.0965, 0.1536, 0.1002]}

7.
{"formula": "C4H5O2P", "method": "ωB97M-V/def2-TZVPD", "homo_energy_ha": [-0.26080, -0.26183], "fmax_ev_per_a": 5.82, "charge": 0, "relative_energy_kj_mol": 418.7, "homo_lumo_gap_ev": [7.50, 7.23], "elements": ["P", "O", "O", "C", "C", "C", "C", "H", "H", "H", "H", "H"], "xyz": [[3.56438, -0.40247, -0.05341], [3.05820, 1.13337, 0.01333], [-1.01133, 1.05697, -0.21545], [-0.62125, -0.27476, 0.05146], [0.83877, -0.35976, 0.00550], [1.86059, 1.53399, 0.13017], [1.91097, -1.11826, -0.04102], [-0.98745, -0.58900, 1.04697], [-1.97091, 1.10949, -0.27606], [-1.04616, -0.96246, -0.70465], [1.90804, -2.20130, -0.08183], [1.51677, 2.53674, 0.01778]], "lowdin_charge": [0.8655, -0.4685, -0.0762, -0.2876, -0.1078, 0.0048, -0.4016, 0.1254, 0.0891, 0.1291, 0.0563, 0.0715]}

Repeat the first record exactly.
{"formula": "CH6N2S", "method": "ωB97M-V/def2-TZVPD", "homo_energy_ha": -0.29769, "fmax_ev_per_a": 1.60, "charge": 0, "relative_energy_kj_mol": 43.8, "homo_lumo_gap_ev": 8.69, "smiles": "[H]/N=C\\N.S", "elements": ["S", "N", "N", "C", "H", "H", "H", "H", "H", "H"], "xyz": [[-2.90652, 0.23126, -0.82130], [0.06286, 0.41027, -0.57474], [1.77900, -0.06702, 0.97456], [0.49033, 0.23049, 0.60792], [0.78592, 0.38354, -1.29198], [-1.38037, 0.34105, -0.89070], [2.36170, -0.49292, 0.27071], [1.87883, -0.52936, 1.86625], [-0.20003, 0.33953, 1.44098], [-2.87171, -0.84684, -1.58171]], "lowdin_charge": [0.2857, 0.0160, 0.0866, -0.3123, 0.0865, -0.1810, 0.0956, 0.0920, 0.1295, -0.2986]}